Record 1
The following is a DFT calculation (ωB97M-V/def2-TZVPD) of a molecular structure, C17H29BrN6OPS4Sr at a distorted geometry.

Each line ends with the Mulliken charge.
Cartesian coordinates (Å):
Sr (0.4542, 0.0695, -0.1644)  0.9629
S (0.6882, -2.5947, 0.9516)  -0.4482
S (0.7475, -2.1967, 2.9914)  -0.0386
S (1.6397, -0.3680, 3.2209)  -0.0899
S (0.3193, 1.0730, 2.4862)  -0.5382
O (-2.5521, -4.2984, -4.2372)  -0.5035
C (-2.0580, -3.3018, -3.4895)  0.8700
C (-2.8492, -2.4345, -2.7363)  -0.4579
C (-2.2289, -1.4451, -2.0080)  -1.0395
N (-0.8978, -1.2646, -1.9751)  -0.0871
C (-0.1882, -2.1116, -2.7190)  0.0046
Br (1.6639, -1.7666, -2.6621)  -0.1301
C (-0.6793, -3.1349, -3.4885)  -0.3948
H (-3.5158, -4.3145, -4.2062)  0.3084
H (-3.9281, -2.5312, -2.7258)  0.3535
H (-2.8206, -0.7427, -1.4305)  0.6781
H (-0.0407, -3.7798, -4.0759)  0.4793
C (-4.8669, -2.8574, 2.6057)  -0.7597
N (-3.3508, -3.0017, 2.5285)  0.0655
C (-2.7755, -2.7773, 3.9413)  -0.6006
N (-3.2018, -1.5257, 4.4596)  0.1487
C (-4.6566, -1.4281, 4.4860)  -0.8582
N (-5.2258, -1.5909, 3.1436)  0.1412
C (-4.8770, -0.4610, 2.2607)  -0.8801
P (-3.0361, -0.2432, 1.9776)  0.2858
C (-2.7624, -2.0286, 1.5358)  -0.4116
C (-2.5644, -0.3817, 3.7759)  -0.4800
H (-5.2235, -3.6589, 3.2501)  0.3592
H (-5.2636, -2.9872, 1.5999)  0.3564
H (-3.1122, -3.9500, 2.2389)  0.3605
H (-1.6929, -2.8117, 3.8510)  0.0674
H (-3.1450, -3.6035, 4.5472)  0.3616
H (-4.9421, -0.4541, 4.8758)  0.3781
H (-5.0609, -2.2029, 5.1374)  0.3112
H (-5.2668, 0.4540, 2.7086)  0.4234
H (-5.3825, -0.5910, 1.3014)  0.4030
H (-1.6922, -2.2334, 1.4432)  0.0627
H (-3.2270, -2.2276, 0.5687)  0.5380
H (-2.8572, 0.5433, 4.2737)  0.3472
H (-1.4818, -0.4581, 3.8484)  0.2989
C (2.7587, 2.8562, -0.4411)  -0.7064
C (4.1455, 3.5569, -0.5053)  -0.6520
N (5.2174, 2.5620, -0.4317)  -0.1416
C (5.0746, 1.6051, -1.5272)  -0.9032
C (3.7122, 0.8687, -1.4084)  -0.5995
N (2.9421, 1.4005, -0.2587)  0.5345
C (3.7257, 1.1783, 0.9842)  -0.7356
C (5.1231, 1.8433, 0.8451)  -0.8383
H (2.1947, 3.0196, -1.3642)  0.3636
H (2.1623, 3.2217, 0.3944)  0.3988
H (4.2692, 4.2542, 0.3228)  0.2973
H (4.2600, 4.1190, -1.4331)  0.3057
H (5.9056, 0.9016, -1.4806)  0.3362
H (5.1468, 2.1483, -2.4702)  0.3120
H (3.8523, -0.2025, -1.2497)  0.3222
H (3.1162, 1.0078, -2.3153)  0.4197
H (3.8032, 0.1077, 1.1565)  0.5296
H (3.1613, 1.6109, 1.8057)  0.2927
H (5.9203, 1.1009, 0.8760)  0.2596
H (5.2957, 2.5547, 1.6518)  0.3575

LUMO energy ... -2.64 eV
Molar mass ... 660.2 g mol⁻¹
Energy relative to the best compared isomer or geometry (same formula, charge and spin) ... 24.8 kcal per mole
Electronic energy ... -5607.66351 hartree
Total charge ... +1
HOMO ... -9.2 eV
Frontier orbital gap ... 6.58 eV
Spin multiplicity ... 1

=====

Record 2
The following is a DFT calculation (ωB97M-V/def2-TZVPD) of a molecular structure, C17H29Cl3GeSe3TeTi.

Each line ends with the Mulliken spin population.
Cartesian coordinates (Å):
Ti (0.6687, -1.4253, -0.4334)  -0.0039
C (-0.7145, -0.4243, 1.1916)  -0.0008
C (-1.0413, 0.1738, -0.0539)  -0.0028
C (0.1504, 0.8293, -0.5239)  0.0009
C (1.1488, 0.5829, 0.4708)  0.0005
C (0.6174, -0.1559, 1.5640)  0.0021
C (1.2137, -0.1574, 2.9624)  -0.0004
C (0.3862, -1.0403, 3.8955)  0.0000
C (2.6801, -0.5948, 3.0026)  0.0000
C (1.1501, 1.2974, 3.4654)  0.0001
C (0.4861, 1.8394, -1.6315)  0.0001
C (-0.3479, 1.7747, -2.9106)  0.0015
C (0.3333, 3.2430, -1.0204)  0.0003
C (1.9562, 1.6760, -2.0644)  0.0001
C (-2.4959, 0.1664, -0.5473)  0.0012
C (-3.3747, -0.6351, 0.4260)  -0.0002
C (-3.0357, 1.6042, -0.5281)  0.0000
C (-2.7141, -0.4850, -1.9180)  -0.0028
H (-1.3996, -1.0088, 1.7806)  -0.0001
H (2.1518, 0.9765, 0.4372)  0.0000
H (0.3711, -2.0739, 3.5407)  0.0001
H (-0.6454, -0.6905, 3.9700)  0.0000
H (0.8192, -1.0324, 4.8989)  0.0000
H (2.7869, -1.6761, 2.9284)  0.0000
H (3.1320, -0.2798, 3.9471)  0.0000
H (3.2500, -0.1485, 2.1855)  0.0001
H (0.1456, 1.7106, 3.3497)  0.0000
H (1.8385, 1.9328, 2.9049)  0.0000
H (1.4278, 1.3448, 4.5224)  0.0000
H (-1.4090, 1.9244, -2.7399)  -0.0001
H (-0.2068, 0.8315, -3.4388)  -0.0011
H (-0.0127, 2.5747, -3.5760)  0.0001
H (-0.7004, 3.4490, -0.7351)  -0.0001
H (0.6462, 4.0017, -1.7432)  0.0000
H (0.9521, 3.3399, -0.1267)  -0.0001
H (2.1749, 0.6505, -2.3637)  -0.0001
H (2.6512, 1.9649, -1.2758)  -0.0001
H (2.1511, 2.3251, -2.9214)  0.0000
H (-3.3720, -0.2072, 1.4301)  0.0000
H (-3.0549, -1.6770, 0.4880)  0.0000
H (-4.4035, -0.6204, 0.0598)  0.0000
H (-2.9362, 2.0319, 0.4725)  0.0000
H (-4.0961, 1.6015, -0.7949)  0.0000
H (-2.5191, 2.2617, -1.2218)  0.0000
H (-3.7794, -0.4367, -2.1638)  -0.0001
H (-2.4128, -1.5323, -1.9008)  0.0026
H (-2.1619, -0.0129, -2.7230)  -0.0002
Se (1.3927, -3.9673, -3.0863)  -0.0272
Se (2.8023, -4.1028, -4.9308)  0.4335
Te (0.0108, -5.4298, -4.6056)  0.6039
Se (0.4331, -1.7859, -2.9501)  -0.0067
Cl (2.5013, -5.3990, 0.1694)  -0.0007
Ge (1.7759, -3.4795, 1.2054)  -0.0002
Cl (3.0565, -2.0414, -0.4079)  -0.0006
Cl (-0.4279, -3.5886, 0.0687)  0.0015

LUMO energy (alpha / beta) ... 2.21 / 1.50 eV
Molar mass ... 824.7 g mol⁻¹
Energy relative to the best compared isomer or geometry (same formula, charge and spin) ... 38.8 kcal per mole
Electronic energy ... -12444.69577 hartree
Total charge ... -1
HOMO (alpha / beta) ... -3.8 / -3.8 eV
Frontier orbital gap (alpha / beta) ... 5.97 / 5.26 eV
Spin multiplicity ... 2

=====

Record 3
The following is a DFT calculation (ωB97M-V/def2-TZVPD) of a molecular structure, C17H29Cl4CuO10 at a distorted geometry.

Each line ends with the Mulliken spin population.
Cartesian coordinates (Å):
Cu (1.1299, 2.7576, -0.0924)  0.2515
C (0.1859, 0.2537, -0.1635)  -0.0360
O (0.7370, 1.4006, 0.4995)  0.6964
H (-0.0721, -0.5844, 0.4839)  0.0263
H (-0.7387, 0.5105, -0.6803)  0.0910
H (0.9104, -0.1459, -0.8731)  -0.0522
C (-2.2610, 2.3447, 0.7294)  0.0171
C (-2.9731, 1.6872, -0.4606)  0.0036
C (-3.2595, 0.2070, -0.2795)  0.0055
O (-4.5784, 0.0643, -0.8405)  0.0006
C (-5.1788, 1.2070, -0.8526)  -0.0005
O (-6.3685, 1.2976, -1.1100)  0.0007
O (-4.2794, 2.1959, -0.4976)  0.0022
H (-1.2067, 2.0683, 0.7410)  -0.0287
H (-2.5969, 1.9719, 1.6970)  0.0001
H (-2.4246, 3.4223, 0.7261)  0.0008
H (-2.4255, 1.7499, -1.4010)  0.0028
H (-3.4454, -0.0347, 0.7669)  0.0005
H (-2.5216, -0.4660, -0.7162)  -0.0045
C (-0.1227, -2.4950, -1.4631)  0.0049
C (1.1749, -1.9985, -2.0524)  0.0055
C (2.2469, -1.5160, -1.1226)  0.0333
O (3.3400, -2.2613, -1.4313)  0.0002
C (3.0467, -3.2245, -2.2900)  0.0003
O (3.7955, -4.1199, -2.6543)  0.0003
O (1.7457, -3.1490, -2.7342)  0.0000
H (-0.0413, -3.3418, -0.7817)  -0.0001
H (-0.7948, -2.9310, -2.2023)  0.0006
H (-0.7130, -1.7220, -0.9711)  -0.0069
H (1.0756, -1.2206, -2.8094)  -0.0026
H (1.7779, -1.7126, -0.1585)  -0.0115
H (2.3785, -0.4560, -1.3399)  -0.0006
C (1.1144, -0.8133, 3.1383)  0.0008
C (0.1160, 0.3116, 3.1119)  -0.0008
C (-1.2588, 0.0218, 2.4570)  -0.0052
O (-2.0884, 0.7674, 3.3144)  0.0001
C (-1.5420, 0.9050, 4.5042)  0.0003
O (-2.1194, 1.3439, 5.4664)  0.0000
O (-0.1930, 0.6490, 4.4185)  0.0001
H (1.3497, -1.3883, 2.2427)  -0.0010
H (0.8570, -1.5218, 3.9256)  0.0001
H (2.0848, -0.4422, 3.4679)  0.0001
H (0.5044, 1.1913, 2.5986)  -0.0138
H (-1.4539, -1.0452, 2.3494)  0.0008
H (-1.3079, 0.4648, 1.4623)  0.0141
Cl (3.6181, -1.9144, 1.4395)  0.0061
C (3.0490, -0.2777, 0.8874)  -0.0098
C (3.8668, 0.8695, 1.6245)  -0.0005
Cl (3.6642, 0.9059, 3.4280)  0.0006
H (1.9929, -0.2411, 1.1548)  0.0224
H (3.0621, -0.2506, -0.2022)  -0.0029
H (3.4653, 1.8159, 1.2620)  0.0014
H (4.8951, 0.8371, 1.2645)  -0.0007
Cl (1.6692, -0.0819, -4.2216)  0.0002
C (0.2790, 0.9901, -4.2446)  0.0000
C (-0.6019, 0.7676, -2.9976)  0.0049
Cl (-1.5287, -0.8038, -3.0161)  0.0008
H (-0.3176, 0.8223, -5.1413)  -0.0001
H (0.6300, 2.0211, -4.2901)  -0.0002
H (-1.3583, 1.5521, -2.9753)  0.0016
H (0.0093, 0.7849, -2.0952)  -0.0203

LUMO energy (alpha / beta) ... -7.14 / -9.04 eV
Molar mass ... 598.8 g mol⁻¹
Energy relative to the best compared isomer or geometry (same formula, charge and spin) ... 161.7 kcal per mole
Electronic energy ... -4898.17988 hartree
Total charge ... +1
HOMO (alpha / beta) ... -13.5 / -13.5 eV
Frontier orbital gap (alpha / beta) ... 6.33 / 4.42 eV
Spin multiplicity ... 2

=====

Record 4
The following is a DFT calculation (ωB97M-V/def2-TZVPD) of a molecular structure, C17H29INO2P2Pb at a distorted geometry.

Each line ends with the Mulliken charge.
Cartesian coordinates (Å):
C (-1.0570, 3.1782, -2.4966)  -1.3574
C (-1.1153, 2.1013, -1.5754)  0.8706
N (0.0746, 1.6906, -1.0047)  0.3078
C (1.2484, 2.3140, -1.2377)  0.7528
C (1.3263, 3.3581, -2.1576)  -1.0073
C (0.1531, 3.7864, -2.7952)  -0.3797
C (-2.3178, 1.3879, -1.2770)  -1.2530
P (-2.3472, 0.2354, 0.0746)  0.9044
Pb (0.0027, 0.0954, 0.4990)  1.0258
P (2.3397, 0.2266, 0.3374)  0.7117
C (2.4452, 1.9263, -0.3908)  -1.1095
C (-0.0684, -1.5738, 1.8168)  0.6975
C (-0.4653, -1.2824, 3.1102)  -0.5318
C (-0.4934, -2.2788, 4.0961)  -0.7859
C (-0.1183, -3.5959, 3.7842)  -0.5129
C (0.2842, -3.8883, 2.4755)  -0.6282
C (0.3094, -2.8811, 1.4943)  -0.6163
O (-1.5513, -0.4759, -3.3922)  -0.7543
O (1.1301, -0.8147, -3.2049)  -0.6080
H (-1.9868, 3.5150, -2.9662)  0.4566
H (2.2925, 3.8430, -2.3445)  0.4721
H (0.1853, 4.6092, -3.5141)  0.4209
C (-3.2541, 0.8651, 1.5163)  -1.2003
C (-3.2653, -1.2535, -0.4273)  -1.3369
H (3.3874, 2.0485, -0.9552)  0.5299
H (2.4922, 2.6152, 0.4715)  0.4118
H (-1.8639, 0.1552, -2.6814)  0.3548
H (-3.2631, 1.8146, -1.6383)  0.3892
C (3.2195, 0.2835, 1.9189)  -1.1768
C (3.2851, -0.8582, -0.7548)  -1.1453
H (-0.7594, -0.2628, 3.3948)  0.0377
H (-0.8098, -2.0300, 5.1154)  0.3937
H (-0.1404, -4.3784, 4.5505)  0.3972
H (0.5813, -4.9095, 2.2088)  0.3820
H (0.6318, -3.1513, 0.4859)  0.3869
H (-0.2418, -1.3052, -0.4910)  0.0490
H (1.1138, -1.7701, -3.3809)  0.3178
H (0.1723, -0.5639, -3.3311)  0.3380
H (-1.8748, -0.0713, -4.2155)  0.2881
H (0.2852, -0.6884, -1.0635)  0.2906
H (-4.3004, 1.0722, 1.2340)  0.4581
H (-3.2332, 0.1174, 2.3262)  0.3490
H (-2.7785, 1.7917, 1.8712)  0.3079
H (-4.3280, -0.9962, -0.5857)  0.4361
H (-2.8472, -1.6418, -1.3692)  0.3287
H (-3.1915, -2.0257, 0.3574)  0.3996
H (4.3392, -0.5258, -0.8072)  0.4634
H (3.2518, -1.8917, -0.3683)  0.3710
H (2.8213, -0.8297, -1.7551)  0.2760
H (4.2748, 0.5720, 1.7678)  0.4487
H (2.7274, 1.0032, 2.5930)  0.2783
H (3.1707, -0.7108, 2.3860)  0.3596
I (0.1273, 2.0495, 2.2954)  -0.2597

LUMO energy ... -2.81 eV
Molar mass ... 675.5 g mol⁻¹
Energy relative to the best compared isomer or geometry (same formula, charge and spin) ... 78.8 kcal per mole
Electronic energy ... -2043.24684 hartree
Total charge ... +1
HOMO ... -10.3 eV
Frontier orbital gap ... 7.53 eV
Spin multiplicity ... 1

=====

The lowest electronic energy belongs to which entry? C17H29Cl3GeSe3TeTi

=====

Look up the spin multiplicity of the fourth one. 1

=====

Among the records above, which one has the lowest electronic energy? C17H29Cl3GeSe3TeTi